[1]
C11H18O2Si | ωB97M-V/def2-TZVPD

XYZ file:
```
32
Properties=species:S:1:pos:R:3:forces:R:3
O 1.92027 -1.09171 0.35217 -0.2458 -1.4761 0.1735
C 1.80541 -0.21578 1.41215 0.7045 0.4026 -0.3676
C 1.01709 -0.36835 2.48243 0.0129 -0.5306 -0.5660
C 0.97097 0.69590 3.44823 0.2154 0.2500 0.3588
C 0.26007 0.54707 4.58495 1.3917 -0.1870 -1.2334
C -0.51497 -0.65488 4.86962 0.0155 1.6070 0.3992
C -0.63719 -1.61895 3.99638 0.6561 -1.8391 -1.5080
C 0.24298 -1.65618 2.72497 -0.1013 -0.5390 0.2959
H 1.54037 -2.03383 0.46225 0.6525 2.5362 0.4061
H 2.51206 0.68733 1.33499 -1.2970 -1.5342 -0.2562
H 1.59306 1.57836 3.16603 -0.6919 -0.5777 0.7309
H 0.40335 1.27136 5.33331 -0.3314 0.9036 0.8996
H -1.03758 -0.58401 5.79708 -0.5513 -0.4908 0.4439
H -1.26879 -2.51047 4.13431 0.2788 0.5886 0.1284
H 1.02948 -2.52214 2.86082 -1.6340 1.2567 -0.5418
H -0.46165 -1.82061 1.86119 0.8910 -0.3356 0.5641
C -2.03903 1.74323 -3.79540 2.9310 -0.3496 -1.5868
Si -0.57174 0.72070 -2.90650 -2.1798 0.9167 -0.4894
C 0.92532 1.69196 -2.32935 2.4777 -1.8662 -2.8634
C -0.31408 -0.71190 -4.10439 1.0642 -1.7968 2.6655
C -1.10835 -0.24299 -1.37905 0.1098 0.7360 -1.6885
O -2.04509 -0.20895 -0.64945 -1.1521 0.0004 1.3350
H -1.66434 2.53703 -4.54170 -0.4736 -1.0754 1.2595
H -2.60782 1.03089 -4.38441 0.0673 -0.3198 -0.1794
H -2.72963 2.15292 -3.14217 -1.1359 1.1283 1.4857
H 1.30980 2.14199 -3.27061 -0.4403 0.3586 0.2072
H 0.76125 2.50159 -1.66316 -0.0005 0.2996 0.9617
H 1.88213 1.01934 -2.20065 -2.0241 1.0859 0.8290
H -1.13660 -1.36510 -4.37348 -0.6758 0.2950 0.4231
H -0.09908 -0.18936 -4.97129 1.2940 0.5335 -2.1305
H 0.46773 -1.46561 -3.69942 -0.6907 1.5121 -1.1164
H -0.40540 -1.05886 -1.40986 0.8632 -1.4927 0.9604
```
Positions in Å, forces in eV/Å.

- SMILES = O/C=C1/C=CC=CC1.C[Si](C)(C)C=O
- charge = 0
- electronic energy (Eh) = -869.79795
- strongest force on any atom (Eh/bohr) = 0.08210
- HOMO energy (eV) = -7.44

---

[2]
C44H35CoF3NO3P2S | ωB97M-V/def2-TZVPD

XYZ file:
```
90
Properties=species:S:1:pos:R:3:forces:R:3
Co -9.18543 -3.58463 -18.54089 -0.7051 1.9690 1.2127
O -12.26415 -6.54655 -18.26116 0.2230 0.5245 -0.8225
S -11.28878 -5.41874 -18.34160 -1.5733 -1.6019 1.2084
C -12.05156 -4.00053 -17.55502 1.3338 1.0621 0.7475
C -11.89643 -3.76197 -16.21373 0.1444 -0.0447 -0.6673
C -12.25186 -2.53299 -15.58209 -0.0105 1.1381 0.9026
C -12.15353 -1.31283 -16.15425 -0.1512 -0.6612 1.7826
C -11.51431 -1.01192 -17.42769 -2.3606 0.3289 -1.0403
C -9.98389 -1.10725 -17.40122 2.2208 -0.1172 0.6628
P -9.15712 -1.39971 -19.09189 -1.0965 0.5251 -0.4226
C -10.40322 -0.95060 -20.39494 0.6425 -1.9708 0.5609
C -10.92488 0.28507 -20.52678 0.2421 2.7684 0.9308
C -12.01937 0.54400 -21.30362 -0.5682 -0.4579 -0.3401
C -12.53721 -0.46879 -22.11866 -1.4230 1.0608 -0.3235
C -11.88766 -1.66006 -22.21126 1.7504 -1.1471 0.8446
C -10.87195 -1.92020 -21.25147 0.0382 -0.8749 -1.0771
C -7.91814 -0.09946 -19.46745 -1.2725 -0.0809 -0.2597
C -7.44981 0.00243 -20.78480 1.1161 1.2309 1.8433
C -6.73601 1.16385 -21.13627 -0.6028 -0.7076 -1.6681
C -6.83317 2.27517 -20.33048 1.0217 0.8306 0.9838
C -7.33228 2.15114 -19.00528 0.6878 0.9977 -1.1816
C -7.89768 0.98376 -18.58054 0.4189 -0.9791 0.3180
C -10.07123 -5.89006 -17.14108 -1.2966 -1.6374 0.7356
C -10.20182 -7.02528 -16.43214 0.0241 -0.3849 -0.5971
C -8.91715 -7.78342 -16.14240 -0.8054 0.5515 0.2240
C -6.83116 -7.36403 -16.84226 -0.8724 -1.9644 1.2907
C -6.74723 -6.45120 -17.99714 0.1521 0.1180 -2.9145
C -8.03388 -5.90069 -18.42798 -0.1645 1.6614 0.0662
P -8.29871 -4.76463 -19.96693 2.0764 -1.1673 -1.6817
C -9.25739 -5.42956 -21.37858 0.3457 -1.5221 -0.5583
C -10.19874 -6.47315 -21.31481 -0.6909 1.5155 0.3848
C -11.19289 -6.61462 -22.28469 1.0426 -0.3729 -0.4380
C -11.09662 -5.95767 -23.50847 0.9924 1.1818 1.4376
C -10.11937 -4.94472 -23.59842 0.1818 0.0481 -1.1352
C -9.12576 -4.78250 -22.61935 -0.5992 0.2590 -0.2979
C -6.65628 -4.48910 -20.78279 -0.9810 -0.7449 0.4836
C -6.14877 -5.55018 -21.50114 0.6519 -1.3865 -0.4259
C -4.80686 -5.60338 -21.87682 -0.6187 -0.1925 0.1597
C -4.00282 -4.50726 -21.63900 1.4323 0.0021 -1.0330
C -4.51168 -3.41011 -21.01001 -0.9553 1.1752 1.1024
C -5.84421 -3.41692 -20.55193 0.6241 1.4238 0.7785
H -11.49693 -4.53345 -15.58986 0.1774 -0.4633 0.2441
H -12.50600 -2.55492 -14.49856 -0.0785 -0.1189 -0.9756
H -12.47252 -0.44945 -15.60330 -0.0755 0.1785 0.4080
H -11.81300 0.04429 -17.70405 0.8773 -0.9817 0.1601
H -10.45156 1.11251 -19.99178 -0.2871 -0.0821 0.0784
H -12.47837 1.51390 -21.25005 -0.1349 0.2204 -0.1746
H -13.49829 -0.32534 -22.65000 0.8976 0.1375 0.0707
H -12.05620 -2.39217 -23.00114 -0.4344 0.0561 0.4673
H -10.36697 -2.88269 -21.21655 -0.3628 -0.0849 -0.1911
H -7.53815 -0.76567 -21.49568 -0.1543 -1.0952 -0.6502
H -6.22429 1.14052 -22.14263 -0.7024 0.4588 1.2611
H -6.39167 3.25691 -20.63616 -0.3943 -1.0928 0.2721
H -7.17355 3.00199 -18.35944 -0.4151 0.0469 0.1762
H -8.27266 0.80108 -17.56830 0.2354 0.4938 -0.3253
H -11.19508 -7.51709 -16.27357 1.0255 0.5961 -0.3600
H -9.10756 -8.69689 -15.60113 -0.3337 -0.1204 0.2542
H -5.87631 -7.88679 -16.61968 -0.7452 0.1959 -0.4222
H -5.80957 -6.20047 -18.53181 -0.7737 -0.1738 0.3921
H -10.25744 -7.08344 -20.43780 -0.2309 -0.1353 0.4940
H -12.00697 -7.27509 -22.08450 -0.2260 -0.6618 -0.0715
H -11.70880 -6.24244 -24.33123 -0.6800 0.3038 -0.3801
H -10.11797 -4.23730 -24.47717 0.3169 -1.2216 0.7725
H -8.23173 -4.21933 -22.90264 -0.5341 0.4111 0.5242
H -6.81426 -6.37913 -21.73008 0.2369 -0.0889 0.0445
H -4.35230 -6.49759 -22.27771 -0.2903 -0.0490 -0.3504
H -2.96986 -4.48209 -22.05130 -0.7674 -0.1527 0.6483
H -3.90118 -2.54413 -20.74887 -0.0715 -0.2443 -0.3504
H -6.23419 -2.56506 -19.96686 0.3715 -0.4240 -0.3256
C -7.00579 -7.90461 -14.41075 -0.5448 0.5759 0.8067
C -7.67144 -7.08103 -15.52122 1.4925 0.5518 0.0303
C -8.09103 -8.13634 -17.41070 1.7625 -1.4223 1.4014
C -8.13332 -7.30396 -18.64998 1.2543 -1.6184 -1.4310
N -8.83907 -5.27402 -17.32272 0.1331 1.1402 -1.9315
C -8.23076 -4.79358 -16.13574 -0.3820 2.5515 1.4657
C -7.73823 -5.61850 -15.23143 -0.0793 -0.2121 0.7873
H -7.18650 -8.95959 -14.56811 0.0633 -0.3027 -0.0694
H -7.37845 -7.65716 -13.38774 0.1071 -0.1164 -0.7591
H -5.92944 -7.73895 -14.41782 0.0254 0.0623 0.0804
H -7.94472 -9.24098 -17.49587 -0.2858 1.0372 -0.5364
H -8.26753 -7.75002 -19.66654 0.1169 0.6409 1.0102
H -8.42949 -3.67394 -15.87638 0.5941 -1.9896 -0.5850
H -7.44862 -5.22924 -14.24326 0.0647 -0.1785 -0.5731
F -14.54289 -4.29228 -18.98182 -0.1153 0.1264 1.1008
C -13.57659 -3.49480 -19.41541 -0.2109 -0.1889 -2.1190
F -12.99569 -4.28718 -20.40098 -0.0750 0.9554 0.0252
F -14.17142 -2.41145 -19.93655 0.1210 -0.5024 -0.5323
C -12.52840 -3.04062 -18.47984 -0.1521 -0.5061 0.7661
O -12.37894 -1.72236 -18.45442 1.3332 1.0981 0.4463
O -9.30060 -1.09178 -16.34769 -2.2848 0.0335 -2.8512
```
Positions in Å, forces in eV/Å.

- spin multiplicity = 4
- charge = +1
- electronic energy (Eh) = -4740.81930
- strongest force on any atom (Eh/bohr) = 0.07106
- HOMO energy (spin up / spin down) (eV) = -10.07 / -10.98

---

[3]
C5H6Cl3N2P | ωB97M-V/def2-TZVPD

XYZ file:
```
17
Properties=species:S:1:pos:R:3:forces:R:3
C 2.38815 0.00136 -0.53160 1.3631 -2.8069 4.1594
C 1.79983 0.12850 0.92062 -1.0809 0.9029 1.1930
P 0.00697 -0.04292 0.93107 -1.2943 2.7445 -2.4220
Cl -0.47582 -0.04581 2.81808 -0.2069 -0.0485 1.8511
N -0.60582 -1.32902 0.24490 0.8133 -1.1844 0.3631
C -1.70051 -1.22899 -0.45886 1.0051 1.5996 -0.5038
Cl -2.42304 -2.69166 -0.93251 -0.5027 -0.6978 -0.2384
C -2.21580 -0.03163 -0.97029 -2.4030 -1.3007 0.3580
C -1.77071 1.19398 -0.49307 1.9962 0.1316 0.3867
Cl -2.39255 2.71828 -1.08911 -0.3654 -0.5238 -0.0158
N -0.73429 1.33475 0.29537 0.8031 -0.8252 0.5277
H 1.92641 -0.91551 -0.81593 0.6645 -1.4876 -0.6336
H 2.00232 0.59933 -1.25910 -0.6451 2.7670 -1.4230
H 3.50340 -0.04772 -0.37206 -1.2479 0.0430 -0.9760
H 1.92937 1.19814 1.29040 -0.0334 -1.4290 0.0653
H 1.97021 -0.64945 1.80118 0.8902 1.4406 -2.1631
H -3.20811 -0.19162 -1.37909 0.2440 0.6749 -0.5285
```
Positions in Å, forces in eV/Å.

- SMILES = CC[P@]1(Cl)=NC(Cl)=CC(Cl)=N1
- charge = 0
- electronic energy (Eh) = -2025.58210
- strongest force on any atom (Eh/bohr) = 0.10112
- HOMO energy (eV) = -8.82

---

[4]
C12H36K2O20PV2 | ωB97M-V/def2-TZVPD

XYZ file:
```
73
Properties=species:S:1:pos:R:3:forces:R:3
K 1.64014 3.50945 1.92444 0.6978 -0.2768 -0.3587
K -1.37821 3.17518 -1.73715 0.0719 -0.3238 -0.4702
O -2.10290 1.33580 3.55853 0.2229 1.0511 -1.6621
V -1.87402 1.90109 2.08592 -2.2896 -2.3222 1.6135
O -3.30220 2.35467 1.55453 1.2498 0.5646 0.2541
O 2.13178 -1.92249 2.71509 -1.3078 1.3646 -0.4152
V 1.47293 -0.50907 2.37877 2.8893 -2.2085 1.4569
O 2.77158 0.36004 2.05685 -1.1933 0.5685 0.1042
P 0.07860 0.81155 0.50640 0.8898 0.6165 -2.9275
O -1.42628 1.08405 0.18894 -0.0177 -0.2454 0.4600
O 0.07904 1.18822 1.98098 0.2147 2.1650 2.3726
O 0.89630 1.80507 -0.35113 -0.9182 -1.6639 1.3564
O 0.59166 -0.63621 0.53978 -0.7330 0.5419 0.0640
C -0.17266 -1.38607 4.86099 1.5117 0.3408 0.2635
C 0.42447 -0.08317 5.37435 -0.8052 0.7131 0.1434
O 1.60385 0.28767 4.59637 -1.1189 -0.7743 -0.0967
O -0.43524 -1.27727 3.47544 -0.1699 0.6478 -0.3638
H -1.03538 -1.58610 5.49260 -0.1250 -0.3881 -0.3269
H 0.60900 -2.14867 4.89805 -0.2849 -0.2763 0.6173
H 0.61168 -0.08019 6.44978 0.6452 -0.6513 -0.0705
H -0.33445 0.70390 5.31370 0.0213 0.0579 -0.6210
H 1.87295 1.16002 4.89536 0.2717 -0.0264 -0.2095
H -1.36629 -1.43278 3.25084 -0.0491 0.1264 0.0433
C -4.31186 -0.28481 -1.45787 1.1086 -0.5365 0.5571
C -3.05949 -0.66862 -2.25856 -0.9233 -1.0625 -0.0013
O -2.09035 0.35246 -2.30450 -0.0558 0.4119 0.0761
O -5.15338 0.59099 -2.14809 -0.8005 -0.1627 -0.0813
H -4.07977 0.10137 -0.45394 0.4349 0.4176 -0.1595
H -4.79775 -1.21891 -1.15985 -0.6727 0.1035 -0.7556
H -3.38445 -0.96879 -3.25795 0.1136 0.5474 -0.1643
H -2.61630 -1.60385 -1.88830 0.0533 0.1816 0.3611
H -1.86410 0.44319 -1.36484 0.1847 0.2498 -0.3150
H -4.66310 1.32210 -2.52949 0.2606 -0.1006 0.0519
C 4.06730 3.38833 -0.85488 -1.3830 0.5011 -0.8134
C 2.91782 3.99839 -1.68704 -0.0436 0.6933 0.0783
O 1.67781 4.07874 -0.96851 -0.1520 1.0038 0.7108
O 3.87640 2.00247 -0.71281 0.7715 0.0959 -0.0331
H 4.11551 3.87474 0.13257 -0.1192 0.1661 -0.0181
H 4.98897 3.68289 -1.36039 0.1971 -0.7203 -0.0086
H 2.66656 3.49323 -2.62354 0.6704 -0.4580 0.0807
H 3.16218 5.02432 -1.97522 0.0479 -0.0011 0.2108
H 1.32863 3.19255 -0.78185 0.3598 -0.0634 -0.2420
H 2.93111 1.83509 -0.67920 -0.1132 -0.3234 0.1171
C 1.74556 -3.04037 -1.92556 0.2214 -0.3074 0.8761
C 2.80366 -2.78320 -0.85311 0.4058 -0.1127 0.2050
O 2.99818 -1.42974 -0.43935 -0.4719 0.1058 -0.4719
O 0.42663 -3.08666 -1.38037 -0.1353 0.0802 -0.3101
H 1.89868 -4.04998 -2.30780 0.1437 0.0973 -0.1884
H 1.84403 -2.31895 -2.73985 -0.0988 0.0656 -0.0427
H 3.77672 -3.13035 -1.21032 -0.0285 0.2448 -0.2386
H 2.62164 -3.41690 0.02367 -0.3789 0.0335 -0.0242
H 2.15276 -1.02355 -0.16386 0.7380 -0.6846 -0.3912
H 0.30045 -2.32500 -0.81536 0.0254 0.3077 0.1828
C 1.36419 0.69339 -3.60963 -0.0285 0.4287 0.3905
C 1.56675 1.06314 -5.06863 0.5085 -0.4077 -0.0495
O 0.37395 0.90930 -5.80200 -0.3089 -0.1673 -0.2660
O 0.65878 1.78601 -2.99899 -0.6365 0.5251 -0.2001
H 2.25296 0.52750 -2.99302 0.4132 0.0075 -0.5798
H 0.77992 -0.22920 -3.55028 -0.2064 0.0867 -0.1331
H 2.29652 0.38755 -5.52013 -0.1147 -0.1229 0.0420
H 1.96538 2.06908 -5.23156 0.0451 0.0761 0.4877
H -0.24507 1.60827 -5.57633 0.0656 0.0295 0.1089
H 0.80728 1.77730 -2.04407 0.2464 -0.5386 -0.1377
C -2.66254 -2.21382 1.22894 0.8519 0.1668 -0.7177
C -3.32507 -3.22879 2.10623 0.4218 0.4672 0.6106
O -2.76415 -3.17128 3.44288 -0.3261 0.0616 -0.7548
O -2.72905 -0.85406 1.67556 -0.4042 -0.2324 0.2513
H -3.08369 -2.29730 0.22217 -0.2326 -0.0486 0.0926
H -1.59384 -2.42683 1.10057 -0.0378 -0.4659 0.1826
H -3.09328 -4.17708 1.61973 -0.2129 -0.2637 0.2181
H -4.40128 -3.06616 2.15075 -0.0519 -0.0356 -0.0543
H -3.46781 -3.43825 4.04153 0.1480 -0.0100 0.1260
H -2.33639 -0.36462 0.94301 -0.1735 0.0684 -0.0930
```
Positions in Å, forces in eV/Å.

- charge = +1
- electronic energy (Eh) = -5412.85953
- strongest force on any atom (Eh/bohr) = 0.07619
- HOMO energy (eV) = -11.51

---

[5]
C4H7NO2 | ωB97M-V/def2-TZVPD

XYZ file:
```
14
Properties=species:S:1:pos:R:3:forces:R:3
O 0.50982 -2.18478 -0.07112 -0.2979 0.2250 0.1778
C 0.07658 -1.06549 0.07552 -0.0245 -0.5035 0.1319
C -1.31916 -0.59423 -0.26237 -0.0211 -0.1960 0.0426
N -1.21205 0.82827 -0.54973 0.3058 -0.0998 -0.1839
C 0.03864 1.34225 0.04440 0.4180 -0.0471 0.0847
C 0.98853 0.09257 0.48082 -0.1625 -0.1676 0.2345
O 2.31506 -0.34266 0.10610 -0.5185 0.6973 -0.4797
H -1.71459 -1.16059 -1.10993 0.0505 0.0500 0.1630
H -1.96600 -0.79914 0.60382 0.0428 0.0870 -0.0697
H -1.25722 0.99290 -1.54739 0.2067 -0.0733 0.1277
H -0.26084 1.80669 0.99736 0.3962 -0.1865 -0.1700
H 0.41082 2.16130 -0.57730 0.3938 -0.4115 0.0405
H 1.09224 0.24588 1.55396 -0.5896 -0.3384 0.2731
H 2.29816 -1.32298 0.25587 -0.1996 0.9645 -0.3725
```
Positions in Å, forces in eV/Å.

- SMILES = O=C1CNC[C@@H]1O
- charge = 0
- electronic energy (Eh) = -361.80295
- strongest force on any atom (Eh/bohr) = 0.02048
- HOMO energy (eV) = -9.24

---

[6]
C5H15NO | ωB97M-V/def2-TZVPD

XYZ file:
```
22
Properties=species:S:1:pos:R:3:forces:R:3
C -0.19077 -1.82348 0.53848 0.2415 -1.0220 1.8891
C -1.14093 -0.71336 0.05231 2.8637 0.9851 0.8505
C -1.61165 -0.00977 1.32954 -1.3552 -0.2694 0.1782
C -0.23239 0.28494 -0.85847 0.3106 -1.6096 0.5923
C -0.96423 1.56150 -1.30238 1.1505 0.7467 0.1940
N 1.16273 0.76323 -0.25554 -2.4596 1.7464 -1.6343
H 0.51902 -2.19261 -0.20281 0.0104 0.2343 -0.0496
H 0.34770 -1.35557 1.40358 0.2135 -0.6344 -0.9257
H -0.62116 -2.77340 1.04125 -0.0278 1.5995 -1.0234
H -1.87039 -1.18591 -0.56864 -0.9205 0.3223 -0.4431
H -2.08322 0.94800 1.19256 -0.2444 0.5532 -0.5761
H -0.75755 0.21313 1.98314 -0.2975 -0.4227 0.0105
H -2.41919 -0.58320 1.86043 1.1009 0.1553 -0.1982
H 0.03853 -0.42037 -1.71358 -0.2284 1.3630 0.7236
H -2.02613 1.43647 -1.50925 0.1406 -0.1246 -0.4591
H -0.35707 1.99421 -2.14885 -1.0940 -0.3783 0.4248
H -0.90007 2.35875 -0.50726 -0.1377 -0.9179 -0.4621
H 1.11592 0.84705 0.76416 -0.3743 0.0724 -0.2794
H 1.06909 1.78499 -0.63731 1.1100 -2.2809 1.3758
O 3.67646 -0.77498 -0.02406 0.2439 1.1936 -0.2821
H 4.34522 -0.19078 -0.43771 -0.3630 -0.6957 0.3437
H 2.90007 -0.16886 0.00041 0.1169 -0.6163 -0.2494
```
Positions in Å, forces in eV/Å.

- SMILES = CC(C)[C@@H](C)N.O
- charge = 0
- electronic energy (Eh) = -329.45560
- strongest force on any atom (Eh/bohr) = 0.06672
- HOMO energy (eV) = -9.99

---

- Among the records above, which one has the highest electronic energy?
  C5H15NO